Formula: C30H43Cl3GdN5O3Si
Source: OMol25
Level of theory: ωB97M-V with the def2-TZVPD basis set

Structure (XYZ):
```
86
Properties=species:S:1:pos:R:3:lowdin_charge:R:1
C 1.5563 -0.8711 -4.3425 -0.03
C 1.0591 0.5269 -4.1686 -0.24
H 1.5300 -1.1941 -5.3863 0.07
H 1.0085 -1.6073 -3.7306 0.08
H 2.6023 -0.9099 -4.0081 0.09
C 0.5295 1.2916 -5.1339 -0.12
C 0.3684 0.9134 -6.5629 -0.10
H 0.2378 2.3195 -4.9152 0.10
H 0.4991 -0.1561 -6.7641 0.06
H 1.0771 1.4651 -7.1975 0.08
H -0.6346 1.2136 -6.8943 0.07
Gd -0.0457 -0.5983 -0.0438 1.05
Cl 2.4978 -0.5294 0.3314 -0.15
Cl -0.6240 -2.9867 -0.6037 -0.04
C 0.4942 2.4959 0.8604 -0.27
O -0.3934 1.5975 0.8595 -0.19
N 0.2167 3.7850 1.0513 -0.16
C -1.1481 4.1549 1.4082 -0.02
C 1.1920 4.8676 0.9156 -0.03
H 1.5532 2.2285 0.7153 0.12
H -1.7307 3.2353 1.4932 0.09
H -1.5815 4.7984 0.6325 0.10
H -1.1378 4.6956 2.3616 0.10
H 2.1362 4.4695 0.5238 0.10
H 1.3666 5.3406 1.8955 0.09
H 0.8102 5.6296 0.2184 0.09
H -1.3007 -0.8717 -3.5312 0.08
H -2.3436 1.6301 -4.1099 0.09
C -2.3061 -1.0278 -3.1098 -0.04
C -3.2304 1.1913 -3.6194 -0.04
N -2.8449 0.2267 -2.6053 -0.17
H -2.2298 -1.7811 -2.3224 0.03
C -2.8368 0.5803 -1.3079 -0.29
O -2.4210 -0.1584 -0.3880 -0.16
H -3.8017 1.9882 -3.1293 0.09
H -3.2060 1.6130 -1.1300 0.15
H -2.9582 -1.3783 -3.9198 0.10
H -3.8479 0.6792 -4.3703 0.10
O 0.0936 0.3351 -2.0535 -0.39
C 1.0855 0.9983 -2.7271 -0.43
C -0.2522 3.1923 -2.4937 -0.04
C 0.9728 2.5247 -2.5676 -0.18
H -1.1688 2.5986 -2.4035 0.10
C -0.2865 4.5928 -2.5571 -0.09
H 2.0583 0.6994 -2.2884 0.10
C 2.1618 3.2600 -2.5809 -0.03
H -1.2496 5.1181 -2.5624 0.10
C 0.9087 5.3214 -2.6128 -0.12
C 2.1397 4.6551 -2.6089 -0.09
H 3.1148 2.7213 -2.5896 0.12
H 0.8923 6.4173 -2.6058 0.10
H 3.0825 5.2177 -2.6184 0.11
Si 0.4534 -6.1769 -0.7190 0.07
Cl 0.6673 -5.1695 -2.5142 0.27
C -1.3806 -6.2764 -0.3419 -0.25
C 1.7357 -5.4938 0.4771 -0.23
C 0.8535 -8.0320 -0.9789 -0.23
H -1.9013 -5.3210 -0.4641 -0.03
H -1.5578 -6.6376 0.6797 0.03
H -1.8223 -7.0076 -1.0373 0.03
H 0.1108 -8.4867 -1.6552 0.03
H 0.8089 -8.5619 -0.0095 0.03
H 1.8534 -8.1935 -1.4064 0.02
H 1.7442 -4.3974 0.5594 -0.01
H 2.7323 -5.7957 0.1168 0.04
H 1.5846 -5.9101 1.4856 0.03
N -0.2768 1.8814 10.8487 0.14
C -0.2432 1.4129 9.7766 -0.19
C -0.2044 0.8342 8.4670 -0.25
C -0.9149 1.4158 7.4084 -0.02
C -0.8480 0.8586 6.1332 -0.01
C -0.0695 -0.2859 5.9322 -0.21
C 0.6306 -0.8922 6.9809 -0.01
C 0.5545 -0.3251 8.2551 -0.02
N 0.0621 -0.8180 4.6414 0.00
C 0.6962 -2.0226 4.3047 0.04
C 0.6498 -2.1023 2.9419 -0.04
N -0.0331 -1.0037 2.4334 -0.06
C -0.3423 -0.2355 3.4746 -0.10
H -1.5158 2.3058 7.5849 0.12
H -1.3980 1.3066 5.3076 0.10
H 1.2486 -1.7760 6.8034 0.10
H 1.0987 -0.7925 9.0773 0.12
H 1.1090 -2.7059 5.0285 0.12
H 1.0774 -2.8401 2.2768 0.10
H -0.8279 0.7253 3.4287 0.12
```

Results
Total charge: 0
Energy above the lowest of the compared OMol25 structures with the same formula, charge and spin: 145.54 kcal/mol
Max |F|: 6.1 eV/Å
Expectation value of S²: 16.103
Frontier orbital gap (spin up / spin down): 5.71 / 4.71 eV
Total energy: -4104.22061 Ha
Spin multiplicity: 8
Highest occupied orbital energy (spin up / spin down): -5.6 / -8.4 eV